Record 1
Molecular formula: C3H4N2
Method: DFT, ωB97M-V/def2-TZVPD

Output
energy	-226.0890	Eh
ΔE to the lowest compared entry with this formula, charge and spin	3.707	eV
orbital gap	9.60	eV
total charge	0
structure (SMILES)	C#C/C=N/N
HOMO energy	-0.3319	hartree
2S+1	1

```
9
Properties=species:S:1:pos:R:3:forces:R:3
C 0.000 -1.918 1.703 0.3296 0.1422 -2.6681
C 0.156 -1.151 0.742 -0.8575 -1.8652 4.5945
C 0.302 -0.138 -0.214 -0.0906 -1.6575 -1.2602
N -0.325 0.953 -0.207 0.4716 1.8228 -1.2602
N -0.056 1.790 -1.342 -2.0654 -0.1904 0.5449
H -0.136 -2.896 2.196 0.1596 1.3835 -0.1882
H 0.774 -0.634 -1.074 0.4262 1.0948 -0.4409
H -0.953 2.363 -1.515 2.0795 -1.3840 0.1846
H 0.226 1.212 -2.156 -0.4529 0.6539 0.4937
```
Forces are in eV/Å.



Record 2
Molecular formula: C3H4N2
Method: DFT, ωB97M-V/def2-TZVPD

Output
energy	-226.1782	Eh
ΔE to the lowest compared entry with this formula, charge and spin	1.279	eV
orbital gap	9.34	eV
total charge	0
structure (SMILES)	N#C/C=C/N
HOMO energy	-0.3210	hartree
2S+1	1

```
9
Properties=species:S:1:pos:R:3:forces:R:3
N 2.634 1.615 0.342 -4.0892 -3.7033 0.8641
C 1.744 0.821 0.517 3.5391 2.8788 -0.0597
C 0.623 -0.092 0.616 0.8131 1.3842 -0.8599
C -0.295 0.120 -0.345 0.0866 1.8183 0.1978
N -1.283 -0.748 -0.592 -4.1274 0.5961 -2.0862
H 0.463 -0.862 1.339 0.6455 -0.3607 0.3502
H -0.248 1.132 -0.848 -0.2342 -1.6895 -0.0415
H -2.254 -0.459 -1.054 3.3009 -0.6076 1.4171
H -1.385 -1.528 0.024 0.0656 -0.3163 0.2181
```
Forces are in eV/Å.



Record 3
Molecular formula: C3H4N2
Method: DFT, ωB97M-V/def2-TZVPD

Output
energy	-226.0130	Eh
ΔE to the lowest compared entry with this formula, charge and spin	5.775	eV
orbital gap	9.92	eV
total charge	0
HOMO energy	-0.3293	hartree
2S+1	1

```
9
Properties=species:S:1:pos:R:3:forces:R:3
N -0.862 -1.429 0.471 0.0147 -1.2938 0.2878
C -1.030 1.516 -0.222 0.6149 0.5571 -0.0009
C 0.127 1.334 0.044 -0.4718 1.1650 -0.0389
C 1.493 -1.137 0.121 -0.4700 -0.6943 -0.1053
N 0.319 -1.391 0.135 -0.6026 1.3172 0.5020
H -1.531 -0.758 0.062 1.1368 -0.1146 -0.4157
H -1.947 1.993 -0.469 -0.3443 -0.4320 -0.0395
H 1.143 1.417 0.332 0.1737 -0.4344 0.0037
H 2.289 -1.545 -0.474 -0.0514 -0.0702 -0.1932
```
Forces are in eV/Å.